# C16H32BrCdN5O2S4Si

A molecular structure, C16H32BrCdN5O2S4Si (ωB97M-V/def2-TZVPD, OMol25).

Positions of all 62 atoms, in Å:
Cd1 0.04391 1.46368 0.02862
Br1 3.00372 -1.45810 0.14087
S1 0.34979 3.88047 -1.25741
S2 1.04256 5.38447 0.02653
S3 2.68384 4.05818 2.69731
S4 0.88815 4.82021 1.99545
Si1 -0.32688 0.27910 -2.18499
O1 -2.42288 1.37368 3.58806
O2 -1.78342 1.45073 1.43017
N1 -2.83632 -2.64942 0.87054
N2 -0.82015 -1.47756 1.24389
N3 2.90100 1.28480 -0.08236
N4 0.82071 1.29263 2.19338
N5 -0.24302 1.17785 3.09642
C1 3.75635 0.28993 -0.08263
C2 -3.47911 -3.90805 0.56278
C3 -1.57644 1.36463 2.68179
C4 5.19219 4.22893 -0.34074
C5 3.38649 2.51932 -0.20126
C6 5.12303 0.42223 -0.21571
C7 5.61666 1.71931 -0.32304
C8 4.75081 2.79633 -0.30593
C9 1.03234 0.71656 -3.43756
C10 -3.58042 -1.44004 0.52855
C11 -0.39837 -1.62843 -2.24033
C12 -3.36546 -4.31004 -0.90743
C13 -1.48419 -2.55864 1.16934
C14 -0.75557 -3.85419 1.43323
C15 -4.17862 -0.74465 1.74295
C16 -1.94687 0.81641 -3.02752
H1 -4.37178 -1.73092 -0.16841
H2 1.99396 0.30765 -3.11191
H3 0.80703 0.31418 -4.43291
H4 -4.81459 -1.44038 2.29974
H5 1.40203 2.12694 2.36983
H6 -1.19353 -2.01644 -1.59738
H7 2.66007 3.32099 -0.20369
H8 -1.95897 1.90249 -3.15026
H9 4.83190 4.73388 0.55899
H10 1.40078 0.46189 2.23964
H11 -2.93527 -0.74968 -0.02120
H12 0.28730 -3.60237 1.60298
H13 -2.81716 0.54778 -2.42182
H14 0.54290 -2.05523 -1.88317
H15 -4.78496 0.10638 1.42802
H16 -0.82452 -4.55176 0.59583
H17 -4.53479 -3.82030 0.83840
H18 -2.05669 0.35080 -4.01466
H19 -3.41160 -0.35340 2.41136
H20 -3.83024 -3.56133 -1.55095
H21 -3.85431 -5.27112 -1.09032
H22 -2.31844 -4.38809 -1.20414
H23 -0.57552 -1.98368 -3.26356
H24 -1.15000 -4.35168 2.32297
H25 -1.39390 -0.64595 1.10360
H26 1.14689 1.80091 -3.50888
H27 6.68621 1.88255 -0.40923
H28 6.27951 4.31146 -0.39646
H29 -3.06904 -4.69547 1.19497
H30 4.75237 4.74865 -1.19382
H31 5.76830 -0.44385 -0.21832
H32 -0.05776 1.43478 4.05180

For the LUMO energy, the calculation gives 4.236 eV. The largest force on an atom comes out at 0.0120 Eh/bohr. For the energy relative to the best compared isomer or geometry (same formula, charge and spin), the calculation gives 3.5 kcal per mole. Its gap between HOMO and LUMO is 5.14 eV. The calculation puts the total energy at -5677.28017 Eh. As for the net charge: -2.



# C16H32BrF2N3O3P

2 unconnected molecules or ions with the total composition C16H32BrF2N3O3P at a distorted geometry (ωB97M-V/def2-TZVPD, OMol25).

Positions of all 58 atoms, in Å:
Br1 2.44274 1.08762 -1.82865
P1 -1.14622 3.12613 -1.76882
F1 1.32330 4.84738 1.69779
F2 0.73760 -1.81318 1.81455
O1 -4.19868 -2.94022 -0.62949
O2 1.26490 -1.29630 -0.99554
O3 5.45788 -0.21356 -3.56963
N1 -0.83514 1.89737 -0.45447
N2 1.35006 -1.50777 -3.60274
N3 0.12033 3.39646 -2.69097
C1 -0.11188 4.92944 1.81139
C2 0.05164 2.51276 0.59017
C3 1.56733 0.43350 0.88706
C4 0.63585 1.49018 1.68280
C5 1.52647 -1.36997 -2.40787
C6 1.12131 0.12991 -0.62324
C7 3.27033 -1.60164 1.40251
C8 -1.48552 -0.55245 -0.98273
C9 1.85639 -0.90846 1.77090
C10 3.18853 -3.18663 1.15795
C11 -3.75446 -2.85033 0.75044
C12 -1.96145 -0.89622 0.51181
C13 -2.16300 -2.48123 0.80435
C14 -0.88302 3.56920 1.42906
C15 -3.70310 -4.18850 -1.19980
C16 -0.34383 0.61623 -1.06357
H1 1.34611 2.10964 2.35321
H2 -0.32870 5.13341 2.93206
H3 -0.58585 5.79597 1.23527
H4 2.75999 -3.72820 2.07148
H5 -1.87731 -2.62215 1.92053
H6 0.92765 3.01866 0.05878
H7 2.60965 0.94124 0.82053
H8 -1.77742 1.78087 -0.00390
H9 -0.13883 1.02108 2.37663
H10 -1.53051 -3.16017 0.14022
H11 -1.91100 3.73670 0.93011
H12 -1.12722 3.04560 2.43581
H13 -3.88533 -3.84813 1.33137
H14 -3.01640 -0.42807 0.65254
H15 -1.51093 4.38224 -1.15920
H16 4.23290 -3.64793 0.96749
H17 2.52912 -3.43924 0.25888
H18 5.72231 0.50674 -4.15579
H19 1.98683 -0.50745 2.85365
H20 3.80145 -1.09549 0.50621
H21 -1.20875 -1.47285 -1.61536
H22 -2.61161 -4.06827 -1.57259
H23 -2.40286 -0.08525 -1.52396
H24 4.53676 -0.01737 -3.35779
H25 -0.26809 0.83062 -2.20632
H26 -1.31629 -0.45862 1.34758
H27 -4.38555 -2.08272 1.34841
H28 -4.35283 -4.44568 -2.10802
H29 0.43088 4.37843 -2.63969
H30 3.99520 -1.44405 2.29418
H31 -2.29392 2.69700 -2.54469
H32 -3.67778 -5.05625 -0.44087

For the LUMO energy, the calculation gives -3.226 eV. The largest force on an atom comes out at 0.1252 Eh/bohr. Its gap between HOMO and LUMO is 8.94 eV. The calculation puts the total energy at -4133.39706 Eh. As for the net charge: +1.



# C16H32ClNOP2Pb

A molecular structure, C16H32ClNOP2Pb at a distorted geometry (ωB97M-V/def2-TZVPD, OMol25).

Positions of all 54 atoms, in Å:
Pb1 -0.74953 0.29852 0.00460
Cl1 -0.81381 -0.77001 3.43631
P1 -1.48262 -2.60646 -0.29192
P2 1.01555 2.51498 0.56997
O1 -2.02972 2.77821 0.54956
N1 1.33701 -0.38417 -0.67400
C1 3.61004 -1.39337 -0.73309
C2 -4.13953 1.81292 -0.09353
C3 0.64575 3.95998 -0.47029
C4 4.55745 -1.82596 -2.88156
C5 4.62374 -1.88337 -1.52278
C6 2.36513 -0.73277 -2.80352
C7 -2.65275 -2.97799 -1.66356
C8 -2.27213 -3.41846 1.16118
C9 -3.19627 2.53455 0.94487
C10 -3.45372 1.95083 2.42132
C11 2.33457 -0.79252 -1.37948
C12 -0.04966 -3.61872 -0.64483
C13 0.21958 -0.53725 1.94455
C14 3.52227 -1.29196 -3.56238
C15 2.81680 2.44491 0.50648
C16 0.72238 3.23750 2.21006
H1 -3.09336 -2.77971 1.53438
H2 0.44347 -3.26941 -1.57107
H3 -2.13320 -2.80782 -2.60803
H4 -2.60396 1.52345 2.89446
H5 1.50005 -0.27520 -3.32102
H6 3.56832 -1.37911 0.35236
H7 -0.36761 3.38575 2.35156
H8 -3.50573 -2.29650 -1.59896
H9 -0.32824 -4.68543 -0.76824
H10 3.24600 3.46188 0.71674
H11 -4.16282 1.14731 2.42705
H12 -2.66900 -4.40046 0.85396
H13 1.24933 4.21338 2.23643
H14 0.69851 -3.53839 0.16243
H15 3.14686 2.10057 -0.51164
H16 0.97246 0.26850 2.19033
H17 0.64811 -1.54123 1.68904
H18 3.20958 1.71397 1.26141
H19 -2.14019 -0.09430 0.63305
H20 -4.08421 2.38462 -1.09739
H21 5.36739 -2.21756 -3.47738
H22 1.00226 3.76555 -1.49817
H23 -3.78150 2.86315 2.85071
H24 -2.98792 -4.01291 -1.59040
H25 -5.14029 2.03150 0.39667
H26 5.44036 -2.31139 -1.00121
H27 1.17503 4.82838 -0.03476
H28 3.40505 -1.21452 -4.66935
H29 -0.44275 4.12840 -0.47725
H30 -1.53379 -3.53869 1.97042
H31 1.11371 2.57104 3.00502
H32 -4.14242 0.67583 -0.32910

For the LUMO energy (alpha / beta), the calculation gives -1.200 / -0.793 eV. The largest force on an atom comes out at 0.1501 Eh/bohr. For the energy relative to the best compared isomer or geometry (same formula, charge and spin), the calculation gives 73.7 kcal per mole. Its gap between HOMO and LUMO (alpha / beta) is 4.80 / 5.55 eV. The calculation puts the total energy at -2094.27641 Eh.



# C16H32CuO2P2

A molecular structure, C16H32CuO2P2 at a distorted geometry (ωB97M-V/def2-TZVPD, OMol25).

Positions of all 53 atoms, in Å:
Cu1 -1.80168 3.24588 1.46986
P1 -3.40407 3.11555 -1.91236
P2 0.11461 4.55168 -2.73067
O1 -1.05175 -0.01311 0.56562
O2 -2.56763 1.49396 1.42944
C1 -0.20658 2.08334 -1.80716
C2 0.10846 2.91202 1.67352
C3 -1.40651 1.20049 -2.12957
C4 0.13111 0.97254 -4.63408
C5 -2.56842 4.66875 -2.34683
C6 -2.03557 0.31494 1.25518
C7 -3.95368 3.02620 -0.25284
C8 0.70751 2.76265 -2.93631
C9 0.46284 5.74574 -1.45194
C10 -2.22555 2.16417 -4.37654
C11 -2.60205 1.70519 -2.97789
C12 -4.89616 3.25428 -2.97920
C13 0.99073 5.23899 -4.19014
C14 -1.35250 1.17498 -5.13853
C15 0.76598 2.19843 -4.23134
C16 -1.51853 4.49920 -3.41693
H1 -4.66398 3.39787 -4.04358
H2 -1.83231 0.88651 -1.15363
H3 -3.18344 2.30492 -4.91808
H4 2.07976 5.15869 -4.07108
H5 -1.59156 5.27681 -4.18610
H6 -3.38380 0.92722 -2.99080
H7 1.41020 5.51351 -0.94936
H8 -1.05378 0.26215 -2.57669
H9 -0.53438 2.81429 -1.03995
H10 0.14626 0.19594 -3.82753
H11 -4.95660 3.45184 -0.16163
H12 0.56265 6.72271 -1.94933
H13 -1.85574 0.21099 -5.11271
H14 0.44054 1.96735 1.22340
H15 0.71651 6.30098 -4.26851
H16 -2.18491 5.11653 -1.41474
H17 -3.95971 1.99064 0.07974
H18 1.71871 2.86237 -2.48275
H19 -0.34386 5.80962 -0.71326
H20 -2.60906 -0.43595 1.81683
H21 -5.51952 4.09948 -2.67113
H22 0.67982 4.72341 -5.11081
H23 -3.27563 3.60686 0.41752
H24 1.51508 2.64956 -4.88650
H25 -1.71441 3.26354 -4.21266
H26 0.73152 3.77567 1.39273
H27 -3.32538 5.34724 -2.76306
H28 -0.01731 2.77606 2.76530
H29 -1.30771 1.52709 -6.18342
H30 0.43969 1.42375 -1.21180
H31 0.69918 0.57636 -5.50060
H32 -5.49572 2.33871 -2.88864

For the LUMO energy (alpha / beta), the calculation gives 0.225 / -0.288 eV. The largest force on an atom comes out at 0.1071 Eh/bohr. For the energy relative to the best compared isomer or geometry (same formula, charge and spin), the calculation gives 112.7 kcal per mole. Its gap between HOMO and LUMO (alpha / beta) is 6.42 / 5.91 eV. The calculation puts the total energy at -3102.20536 Eh. The spin multiplicity is 2. The expectation value of S² is 0.76.